No. 1
Formula: C40H87N5O5
Source: the Open Molecules 2025 dataset
Level of theory: ωB97M-V/def2-TZVPD

Last column: Löwdin charge in e.
Positions of all 137 atoms, in Å:
C: -10.871 4.007 -21.344  -0.05
C: -9.462 3.898 -22.090  -0.35
C: -9.397 5.089 -23.166  -0.12
C: -9.141 6.455 -22.572  -0.20
C: -7.885 6.554 -21.663  -0.11
C: -7.899 5.467 -20.488  -0.38
N: -8.373 4.149 -21.069  -0.02
O: -8.170 3.018 -20.222  -0.12
C: -6.385 5.356 -20.140  -0.05
C: -8.851 5.869 -19.273  0.01
C: -9.195 2.590 -22.857  -0.03
H: -10.885 5.068 -21.092  0.08
H: -10.833 3.581 -20.342  -0.01
H: -11.733 3.680 -21.926  0.14
H: -8.657 4.814 -23.918  0.11
H: -10.384 5.294 -23.578  0.12
H: -9.987 6.665 -21.918  0.10
H: -9.110 7.222 -23.347  0.11
H: -7.828 7.580 -21.298  0.11
H: -7.018 6.360 -22.295  0.11
H: -5.900 6.194 -19.640  0.10
H: -6.436 4.605 -19.351  0.05
H: -5.632 5.004 -20.845  0.09
H: -8.442 6.827 -18.950  0.09
H: -9.912 5.902 -19.519  0.07
H: -8.765 5.149 -18.459  0.06
H: -9.060 2.669 -23.936  0.08
H: -10.120 2.013 -22.883  0.09
H: -8.375 1.972 -22.490  0.08
H: -8.928 3.044 -19.633  -0.02
C: -5.164 2.675 -16.715  -0.01
C: -4.825 1.545 -17.748  -0.41
C: -5.671 1.697 -19.003  -0.24
C: -5.161 2.752 -19.874  -0.18
C: -3.732 2.426 -20.427  -0.06
C: -2.724 2.296 -19.162  -0.45
N: -3.348 1.416 -18.083  -0.05
O: -2.441 1.086 -16.994  -0.03
C: -1.394 1.772 -19.663  -0.06
C: -2.456 3.784 -18.683  -0.03
C: -5.348 0.294 -17.083  -0.05
H: -6.251 2.753 -16.729  0.08
H: -4.614 3.611 -16.810  0.07
H: -4.941 2.528 -15.658  0.08
H: -5.818 0.800 -19.605  0.11
H: -6.709 1.885 -18.731  0.10
H: -5.164 3.698 -19.332  0.06
H: -5.871 2.926 -20.682  0.11
H: -3.428 3.287 -21.023  0.11
H: -3.681 1.573 -21.104  0.11
H: -0.734 1.813 -18.797  0.08
H: -1.512 0.742 -20.001  0.09
H: -0.986 2.397 -20.458  0.09
H: -1.798 4.143 -19.474  0.07
H: -3.296 4.470 -18.577  0.06
H: -1.907 3.632 -17.753  0.08
H: -6.415 0.287 -16.863  0.07
H: -4.799 -0.078 -16.218  0.09
H: -5.262 -0.572 -17.739  0.10
H: -2.088 0.202 -17.121  0.09
C: -9.555 -0.670 -20.267  -0.02
C: -8.967 0.603 -19.680  -0.33
C: -9.939 1.815 -20.132  -0.10
C: -11.338 1.574 -19.547  -0.09
C: -11.123 1.691 -18.010  -0.11
C: -10.155 0.644 -17.338  -0.38
N: -9.029 0.521 -18.239  -0.10
O: -8.031 -0.304 -17.751  -0.02
C: -9.624 1.252 -15.962  -0.03
C: -10.942 -0.608 -17.115  -0.03
C: -7.465 0.978 -20.197  -0.05
H: -8.985 -1.508 -19.867  0.08
H: -9.550 -0.769 -21.353  0.09
H: -10.529 -0.990 -19.896  0.06
H: -9.471 2.749 -19.819  0.00
H: -9.923 1.843 -21.221  0.08
H: -11.865 0.658 -19.814  0.13
H: -11.835 2.412 -20.035  0.01
H: -12.118 1.684 -17.566  0.13
H: -10.792 2.704 -17.781  0.02
H: -9.015 0.512 -15.443  0.11
H: -9.138 2.225 -16.047  0.07
H: -10.359 1.221 -15.158  0.02
H: -10.339 -1.487 -16.888  0.11
H: -11.776 -0.621 -16.414  0.00
H: -11.422 -0.863 -18.060  0.09
H: -7.409 1.464 -21.170  0.09
H: -6.911 0.041 -20.140  0.10
H: -6.912 1.553 -19.454  -0.10
H: -7.296 0.239 -18.044  0.03
C: -14.225 2.629 -13.010  -0.01
C: -14.437 1.779 -14.332  -0.41
C: -13.095 1.956 -15.185  -0.09
C: -11.990 0.781 -14.862  -0.14
C: -12.586 -0.637 -14.925  -0.12
C: -13.863 -0.730 -13.952  -0.44
N: -14.846 0.407 -14.126  -0.13
O: -16.084 0.222 -13.496  0.00
C: -14.681 -2.008 -14.271  -0.04
C: -13.423 -0.836 -12.491  -0.04
C: -15.469 2.540 -15.234  -0.04
H: -13.780 2.045 -12.204  0.07
H: -15.220 2.788 -12.596  0.08
H: -13.638 3.548 -13.010  0.05
H: -13.324 1.877 -16.248  0.11
H: -12.699 2.956 -15.011  -0.07
H: -11.517 0.939 -13.893  0.14
H: -11.164 0.898 -15.564  -0.02
H: -11.951 -1.499 -14.721  0.13
H: -12.908 -0.846 -15.946  0.10
H: -15.374 -2.242 -13.463  0.08
H: -15.334 -1.866 -15.133  0.08
H: -13.932 -2.794 -14.364  0.09
H: -12.941 0.065 -12.111  0.07
H: -14.381 -0.904 -11.976  0.08
H: -12.820 -1.723 -12.299  0.09
H: -15.726 2.030 -16.162  0.08
H: -15.155 3.431 -15.777  0.07
H: -16.415 2.880 -14.812  0.08
H: -16.495 -0.343 -14.154  0.09
C: -12.349 4.204 -14.824  -0.10
C: -11.119 3.614 -15.626  -0.35
C: -10.921 4.045 -17.096  -0.18
O: -11.967 3.457 -17.825  -0.25
C: -12.027 3.877 -19.184  -0.11
N: -9.957 3.955 -14.880  0.06
H: -12.104 5.259 -14.700  0.10
H: -12.491 3.935 -13.778  0.08
H: -13.319 4.130 -15.316  0.10
H: -11.353 2.550 -15.599  0.07
H: -9.931 3.872 -17.520  0.11
H: -11.017 5.117 -17.267  0.14
H: -11.206 4.303 -19.760  0.02
H: -12.839 4.594 -19.059  0.14
H: -12.316 3.000 -19.764  0.04
H: -9.724 4.918 -15.074  0.08
H: -9.083 3.524 -15.145  0.05

Forces on atoms 1 to 2 (eV/Å):
3.142 0.303 -2.956
-0.049 2.005 -0.170

Summary:
Relative energy (zero: lowest compared OMol25 entry of this formula, charge and spin) = 837.1 kcal per mole
2S+1 = 1
HOMO = -7.412 eV

***

No. 2
Formula: C3H7N3OS
Source: the Open Molecules 2025 dataset
Level of theory: ωB97M-V/def2-TZVPD

Last column: natural (NBO) charge in e.
Positions of all 15 atoms, in Å:
C: -2.496 -0.569 -0.188  -0.46
N: -1.607 0.600 -0.192  -0.52
C: -0.358 0.389 0.020  0.54
N: 0.574 1.458 0.137  -0.35
O: 1.805 1.312 -0.451  -0.37
C: 2.561 0.277 0.144  -0.23
S: 1.840 -1.325 -0.270  0.36
N: 0.234 -0.850 0.320  -0.79
H: -3.511 -0.300 -0.720  0.21
H: -2.097 -1.446 -0.737  0.18
H: -2.772 -0.805 0.894  0.20
H: 0.121 2.307 -0.252  0.39
H: 2.587 0.287 1.280  0.21
H: 3.516 0.281 -0.363  0.22
H: -0.397 -1.618 0.377  0.40

Forces on atoms 1 to 2 (eV/Å):
-1.871 0.796 0.210
1.031 -0.367 0.030

Summary:
Relative energy (zero: lowest compared OMol25 entry of this formula, charge and spin) = 85.3 kcal per mole
SMILES = C/N=C1/NOCSN1
2S+1 = 1
HOMO = -8.544 eV